Entry 1:
# C32H37Cl3GeKN4O3

A structure of composition C32H37Cl3GeKN4O3 at a distorted geometry (the ωB97M-V functional and the def2-TZVPD basis, the Open Molecules 2025 dataset).

Geometry as XYZ:
```
81
Properties=species:S:1:pos:R:3:forces:R:3
K 0.256848 0.235907 -0.073093 -1.4 1.4 0.5
C -3.454049 0.733899 -0.424147 -0.1 -0.2 0.3
C -2.945473 -0.577930 -1.016933 0.0 0.3 -0.3
C -2.377295 -0.338043 -2.418637 -0.1 -0.1 -0.2
N -1.385804 0.693596 -2.322446 0.2 -0.2 0.1
C -1.160179 1.519761 -3.279717 -0.3 0.0 0.0
C -1.679658 1.392325 -4.620291 0.1 -0.2 -0.1
C -1.940406 2.361518 -5.557839 -0.1 0.2 0.3
C -1.836352 3.751615 -5.443043 -0.1 0.2 -0.3
C -1.236157 4.452990 -4.394489 0.1 -0.3 0.0
C -0.500359 3.983499 -3.329919 0.0 0.3 0.1
C -0.231281 2.635858 -2.904028 0.4 0.1 -0.1
N 0.712033 2.276672 -2.108852 -0.1 -0.5 0.2
C 1.692666 3.181734 -1.585774 0.1 0.2 -0.1
C 2.385023 2.551433 -0.373083 -0.3 0.3 0.2
C 1.815020 2.998115 0.979348 0.2 0.1 0.1
N 0.478587 2.515739 1.218766 0.1 0.0 -0.1
C -0.172998 2.884596 2.269506 0.3 0.3 -0.2
C 0.380702 3.752844 3.277943 0.2 0.0 0.2
C -0.209314 4.515348 4.259574 -0.2 -0.1 -0.2
C -1.558427 4.699592 4.559171 -0.1 0.2 0.2
C -2.617809 3.991740 3.990907 0.3 -0.1 0.0
C -2.601188 2.932425 3.113081 -0.3 0.0 0.0
C -1.525203 2.253394 2.435147 -0.2 -0.3 0.2
N -1.634619 1.084335 1.898503 0.1 -0.2 -0.2
C -2.835808 0.293387 2.028498 -0.2 0.1 0.1
C -3.949160 0.621513 1.016705 0.2 0.1 0.0
H -4.270909 1.112514 -1.049502 0.1 0.0 -0.1
H -2.642269 1.460961 -0.455689 -0.1 0.1 -0.1
H -3.750113 -1.317763 -1.075191 0.1 -0.1 0.1
H -2.148847 -0.984709 -0.384647 -0.1 -0.1 0.1
H -3.198586 -0.068752 -3.104336 0.0 0.0 0.0
H -1.923296 -1.266335 -2.795383 -0.1 0.0 -0.1
H -1.890012 0.367529 -4.910374 -0.1 0.0 0.0
H -2.350329 2.005242 -6.500633 0.0 -0.1 0.0
H -2.250614 4.343772 -6.253689 0.0 0.0 0.0
H -1.301772 5.536829 -4.466739 0.0 0.0 0.0
H -0.058790 4.745030 -2.695480 0.0 0.0 0.0
H 1.275567 4.157713 -1.291113 0.0 0.0 0.0
H 2.444714 3.380288 -2.366536 0.0 0.1 0.0
H 3.447899 2.809524 -0.386479 0.0 -0.1 0.1
H 2.310595 1.466867 -0.456776 0.4 0.3 -0.1
H 1.858124 4.100591 1.025101 0.1 0.0 0.1
H 2.490043 2.606172 1.759338 0.0 0.2 0.0
H 1.461254 3.832748 3.236162 0.0 0.0 0.0
H 0.481215 5.099052 4.865574 0.0 0.0 0.0
H -1.805880 5.442063 5.311553 0.0 0.0 0.0
H -3.607066 4.287227 4.335272 0.0 0.0 0.0
H -3.579973 2.527958 2.887448 0.0 0.0 0.0
H -3.261927 0.352682 3.045325 0.0 0.0 0.0
H -2.529949 -0.742701 1.866281 -0.1 0.0 0.1
H -4.424024 1.568768 1.285979 0.0 0.0 0.0
H -4.714744 -0.161243 1.093251 0.0 0.0 0.0
Cl -2.034440 -4.461011 -0.099956 0.8 0.6 -0.4
Ge -0.084851 -3.237853 -0.932216 0.6 -1.0 -0.8
Cl -0.274872 -3.612749 -3.226445 0.1 0.3 1.1
Cl 1.434948 -4.933281 -0.592926 -0.5 0.7 -0.1
C 2.899229 -1.131788 -2.625137 -0.2 -0.2 0.2
C 2.651198 -1.088230 -1.121945 1.2 -0.1 -0.8
O 3.485779 -0.560179 -0.387334 -0.5 -0.3 0.0
O 1.531375 -1.563750 -0.698632 -0.4 -2.1 0.1
H 3.964693 -1.063598 -2.832884 0.0 0.0 0.0
H 2.386397 -0.276459 -3.071458 0.0 0.0 0.0
H 2.482799 -2.045502 -3.049533 0.0 0.0 -0.1
C 1.086324 -3.760073 2.765724 0.0 0.1 -0.2
C -0.108276 -2.848764 2.702296 0.1 0.0 0.4
O -0.444933 -2.260211 1.699093 0.1 -0.2 -0.3
C -0.898712 -2.671745 3.961857 -0.2 0.2 0.0
C -0.276655 -2.465526 5.189136 0.0 -0.1 -0.1
C -1.039485 -2.240073 6.323544 0.0 0.0 0.1
C -2.424549 -2.215704 6.238407 0.0 0.0 0.0
C -3.047748 -2.432589 5.017650 0.0 0.0 0.0
C -2.287669 -2.656882 3.881855 0.0 -0.1 -0.1
H 1.161469 -4.308982 1.829091 0.0 0.0 0.0
H 1.023708 -4.446553 3.606746 0.0 0.0 0.0
H 1.991268 -3.152948 2.848277 0.0 0.0 0.0
H 0.804759 -2.460720 5.251523 0.0 0.0 0.0
H -0.549554 -2.073216 7.274613 0.0 0.0 0.0
H -3.016345 -2.028871 7.125850 0.0 0.0 0.0
H -4.127908 -2.408417 4.950588 0.0 0.0 0.0
H -2.757740 -2.847823 2.925347 0.0 0.1 0.0
```
Forces are in eV/Å.

Summary:
Energy relative to the best compared isomer or geometry (same formula, charge and spin)   160.35 kJ/mol
⟨S²⟩   0.757
Spin multiplicity   2
Calculated total energy   -5743.87349 a.u.
Orbital gap (alpha / beta)   5.057 / 2.903 eV
Net charge   -2

=====

Entry 2:
# C32H37ClFN5O6S2Sb2Ti

A structure of composition C32H37ClFN5O6S2Sb2Ti (the ωB97M-V functional and the def2-TZVPD basis, the Open Molecules 2025 dataset).

Geometry as XYZ:
```
87
Properties=species:S:1:pos:R:3:forces:R:3
Ti 0.929801 0.313496 -0.168137 0.7 -0.2 0.7
S 0.288156 0.457498 2.611281 -0.2 0.0 -0.1
C 1.467935 1.638548 2.320627 0.1 0.0 0.0
N 2.012399 1.818199 1.138995 -0.1 -0.2 -0.1
C 2.941221 2.840404 1.121420 0.1 0.1 0.1
C 3.691157 3.234469 0.016797 0.0 0.0 0.0
C 4.581068 4.284114 0.159115 0.0 0.0 0.0
C 4.734193 4.937592 1.382570 0.0 0.0 0.0
C 3.999310 4.547098 2.489942 0.0 0.0 0.0
C 3.103698 3.497704 2.350034 -0.1 -0.1 -0.1
S 2.052498 2.767783 3.536865 0.1 0.0 0.0
H 3.583806 2.694087 -0.914974 0.0 0.0 0.0
H 5.178317 4.596962 -0.687641 0.0 0.0 0.0
H 5.442047 5.751024 1.472096 0.0 0.0 0.0
H 4.128451 5.043488 3.442986 0.0 0.0 0.0
C -5.311204 0.667170 -0.695571 0.0 0.0 0.0
Sb -3.320708 -0.113238 -0.999405 -0.2 0.0 0.0
C -3.075631 -0.654534 1.064420 0.0 0.0 0.0
C -4.035604 -2.036106 -1.799003 0.0 0.1 0.0
C -4.280938 -3.077151 -0.764439 0.0 -0.1 0.1
C -5.502564 -3.094057 -0.088920 0.0 0.0 0.0
C -5.755074 -3.984269 0.940970 0.0 0.0 0.0
C -4.777242 -4.895116 1.311191 0.0 0.0 0.0
C -3.569912 -4.908909 0.632959 0.0 0.0 0.0
C -3.298411 -4.016734 -0.404921 -0.1 0.1 0.0
C -1.979870 -4.086181 -1.100898 0.1 -0.1 0.1
Sb -0.483467 -2.652035 -0.425430 0.2 0.0 0.0
C 1.108860 -3.894107 -1.177018 -0.1 0.0 0.0
C -0.468970 -3.265566 1.618817 0.0 -0.1 0.0
H -5.770215 0.907699 -1.654467 0.0 0.0 0.0
H -5.252177 1.577905 -0.099350 0.0 0.0 0.0
H -5.933431 -0.054984 -0.167516 0.0 0.0 0.0
H -3.464644 -1.653633 1.263475 0.0 0.0 0.0
H -3.630487 0.068265 1.661937 0.0 0.0 0.0
H -2.026394 -0.595140 1.350751 0.0 0.0 0.0
H -3.331613 -2.356710 -2.564449 0.0 0.0 0.0
H -4.968350 -1.771064 -2.300624 0.0 0.0 0.0
H -6.269009 -2.385326 -0.381884 0.0 0.0 0.0
H -6.710985 -3.969036 1.448396 0.0 0.0 0.0
H -4.956002 -5.597992 2.114331 0.0 0.0 0.0
H -2.811822 -5.634312 0.907322 0.0 0.0 0.0
H -2.069385 -3.977387 -2.182042 0.0 0.1 0.0
H -1.511954 -5.054461 -0.912737 0.0 0.0 0.0
H 1.104860 -4.845813 -0.644855 0.0 0.0 0.0
H 2.068278 -3.402945 -1.030566 0.0 0.0 0.0
H 0.953326 -4.085523 -2.239358 0.0 0.0 0.0
H 0.113327 -4.180029 1.734552 0.0 0.0 0.0
H -1.492715 -3.449577 1.943751 0.0 0.0 0.0
H -0.024633 -2.476922 2.223189 0.0 0.0 0.0
Cl -1.992445 1.062918 -5.103143 -0.1 0.0 0.0
C -0.612422 0.348526 -4.354574 0.1 -0.1 0.0
C 0.143687 -0.601722 -5.019524 0.0 0.0 0.0
C 1.234920 -1.143460 -4.358710 0.0 0.0 0.0
C 1.514396 -0.731978 -3.069342 0.0 0.1 0.0
N 0.772125 0.182285 -2.430666 -0.1 0.0 0.0
C -0.271926 0.720115 -3.066412 0.1 0.0 0.0
H -0.116803 -0.902460 -6.025030 0.0 0.0 0.0
H 1.858800 -1.885506 -4.836437 0.0 0.0 0.0
H 2.353982 -1.122039 -2.510393 0.0 0.0 0.0
H -0.867081 1.439663 -2.523690 0.0 0.0 0.0
F 2.109631 -3.728609 4.493056 0.0 0.0 0.0
C 2.783423 -2.642969 4.091153 0.0 -0.1 -0.1
C 3.354300 -2.600406 2.886677 0.0 0.0 0.1
N 4.075984 -1.507350 2.456462 0.0 0.0 0.0
C 4.421609 -1.382049 1.047931 0.0 0.1 -0.1
C 3.196462 -0.923032 0.256836 -0.1 -0.1 0.1
O 3.280715 -0.104426 -0.678047 -0.1 0.0 0.0
O 2.085745 -1.398371 0.642895 -0.1 0.1 -0.2
C 4.139273 -0.351342 3.215409 0.0 0.0 0.0
O 4.657636 0.670686 2.816885 0.0 0.0 0.0
N 3.584805 -0.458513 4.472362 0.0 0.0 0.0
C 2.854007 -1.516501 5.011949 0.0 0.0 0.0
O 2.374371 -1.463331 6.118407 0.0 0.0 0.0
H 3.274205 -3.424447 2.193297 0.0 0.0 0.0
H 4.759032 -2.350388 0.676143 0.0 0.0 0.0
H 5.223812 -0.658864 0.941773 0.0 0.0 0.0
H 3.614251 0.389655 5.021024 0.0 0.0 0.0
N -1.458114 5.045057 1.247696 0.0 0.0 -0.1
C -0.439787 4.085979 0.841843 0.1 0.0 0.1
C -1.089073 2.797561 0.393391 0.1 -0.1 0.3
O -2.339241 2.632795 0.765598 0.0 0.0 -0.1
O -0.488835 1.935399 -0.213745 -0.2 0.0 -0.4
H -1.134747 5.649883 1.989181 0.0 0.0 0.0
H -2.581299 3.463445 1.234858 0.0 0.1 0.0
H -1.752407 5.628027 0.474335 0.0 0.0 0.0
H 0.154665 3.795836 1.715089 0.0 0.1 0.0
H 0.265345 4.418486 0.077878 0.0 0.0 0.0
```
Forces are in eV/Å.

Summary:
Energy relative to the best compared isomer or geometry (same formula, charge and spin)   56.40 kJ/mol
⟨S²⟩   2.003
Spin multiplicity   3
Calculated total energy   -4653.39380 a.u.
Orbital gap (alpha / beta)   6.655 / 7.429 eV
Net charge   0

=====

Question: The highest calculated total energy belongs to which entry?
Answer: C32H37ClFN5O6S2Sb2Ti